C16H27Br2NbO9P | ωB97M-V with the def2-TZVPD basis set

Results
gap between HOMO and LUMO = 6.172 eV
LUMO = 2.00 eV
total energy = -186379.6958 eV

Structure (ORCA input):
```
! wB97M-V def2-TZVPD RIJCOSX def2/J DEFGRID3
* xyz -1 1
O 2.27 0.12 -3.57
C 1.55 -0.15 -2.61
O 1.91 -0.05 -1.35
Nb 3.85 0.69 -1.10
C 4.29 -1.09 0.27
C 5.51 -1.97 -0.12
C 5.49 -2.58 -1.53
Br 3.74 -3.12 -2.18
P 6.15 1.74 -0.59
O 7.28 0.97 -1.60
Br 6.67 1.23 1.58
C 0.16 -0.69 -2.89
C -0.21 -1.83 -2.20
C -1.45 -2.42 -2.37
C -2.34 -1.81 -3.24
C -1.95 -0.68 -3.94
C -0.72 -0.10 -3.79
H 3.28 1.67 0.37
H 3.49 2.17 -2.16
H 4.56 -0.12 -2.57
H 3.39 -1.72 0.26
H 4.41 -0.68 1.28
H 5.50 -2.83 0.58
H 6.43 -1.41 0.09
H 5.96 -1.86 -2.21
H 6.13 -3.47 -1.53
H 6.87 1.00 -2.48
H 0.50 -2.29 -1.51
H -1.69 -3.31 -1.79
H -3.32 -2.27 -3.35
H -2.68 -0.24 -4.62
H -0.43 0.79 -4.34
C -3.52 1.56 -0.48
O -4.39 1.34 0.64
C -5.33 0.42 0.44
O -5.51 -0.22 -0.56
O -6.05 0.32 1.57
C -7.10 -0.63 1.50
H -2.81 2.33 -0.20
H -2.97 0.66 -0.75
H -4.10 1.92 -1.34
H -6.71 -1.63 1.33
H -7.82 -0.37 0.73
H -7.61 -0.62 2.47
C 0.06 0.62 5.07
O -1.20 1.27 5.29
C -1.74 1.77 4.18
O -1.28 1.71 3.07
O -2.91 2.34 4.50
C -3.55 2.93 3.37
H 0.41 0.26 6.04
H -0.06 -0.23 4.40
H 0.79 1.32 4.67
H -3.76 2.17 2.62
H -2.94 3.72 2.94
H -4.49 3.36 3.71
*
```

Quick look at the natural (NBO) charges, all values in e: number 1, O, carries -0.5912; number 2, C, carries 0.7549; number 3, O, carries -0.7913; number 4, Nb, carries 1.6261; number 5, C, carries -0.9439; number 6, C, carries -0.4302; number 7, C, carries -0.4255; number 8, Br, carries -0.0280; number 9, P, carries 0.4889; number 10, O, carries -1.0181; number 11, Br, carries -0.3048; number 12, C, carries -0.0452; number 13, C, carries -0.2171; number 14, C, carries -0.2041; number 15, C, carries -0.2246; number 16, C, carries -0.2228; number 17, C, carries -0.2158; number 18, H, carries -0.3430; number 19, H, carries -0.3857; number 20, H, carries -0.3514; number 21, H, carries 0.2189; number 22, H, carries 0.2410; number 23, H, carries 0.1751; number 24, H, carries 0.2298; number 25, H, carries 0.2283; number 26, H, carries 0.2053; number 27, H, carries 0.4967; number 28, H, carries 0.2281; number 29, H, carries 0.2084; number 30, H, carries 0.2091; number 31, H, carries 0.2046; number 32, H, carries 0.2283; number 33, C, carries -0.2596; number 34, O, carries -0.5024; number 35, C, carries 0.9813; number 36, O, carries -0.6373; number 37, O, carries -0.4999; number 38, C, carries -0.2544; number 39, H, carries 0.2065; number 40, H, carries 0.2098; number 41, H, carries 0.1866; number 42, H, carries 0.1931; number 43, H, carries 0.1894; number 44, H, carries 0.1914; number 45, C, carries -0.2572; number 46, O, carries -0.4993; number 47, C, carries 0.9730; number 48, O, carries -0.6314; number 49, O, carries -0.4985; number 50, C, carries -0.2667; number 51, H, carries 0.1888; number 52, H, carries 0.1960; number 53, H, carries 0.2009; number 54, H, carries 0.2178; number 55, H, carries 0.1861; number 56, H, carries 0.1852